ORCA calculation (ωB97M-V/def2-TZVPD) on a cluster of 3 separate species, C22H55ClN5O2P2 in total at a distorted geometry.

charge: +1
2S+1: 1
highest occupied orbital energy: -9.76 eV
gap between HOMO and LUMO: 0.2276 hartree
calculated total energy: -2438.16525 a.u.

The geometry in XYZ format:
```
87
Properties=species:S:1:pos:R:3:forces:R:3
C -0.913 -1.107 -1.575 0.31 -0.18 -0.11
C 0.328 -1.953 -1.260 0.07 -0.10 0.27
P 1.813 -1.387 -2.181 -0.57 -0.01 -1.48
C 1.755 0.450 -2.029 0.87 -0.73 1.03
N 3.268 -1.707 -1.168 -0.75 0.87 0.63
C 3.615 -2.817 -0.619 0.17 -0.93 -0.72
N 4.736 -2.975 0.142 0.20 1.15 0.22
C 5.211 -1.758 0.850 -0.05 -0.69 -0.27
C 4.079 -1.024 1.558 0.77 1.18 -0.10
C 4.685 -0.348 2.803 -0.08 -0.50 -0.05
C 4.720 -1.244 4.042 -0.21 0.53 -0.17
C 3.344 -1.728 4.497 0.15 -0.29 -0.42
O 3.403 -2.947 5.208 -0.04 0.31 0.19
C 3.690 -4.061 4.400 0.13 -0.11 0.03
N 2.793 -3.939 -0.837 0.33 -0.16 0.01
P 2.106 -4.429 0.697 -0.66 0.27 0.15
O 3.000 -5.761 0.870 -0.01 -0.25 0.39
Cl 0.280 -5.256 0.157 0.42 0.13 -0.14
H -0.807 -0.571 -2.510 -0.09 0.25 -0.20
H -1.755 -1.765 -1.721 -0.33 -0.14 0.12
H -1.142 -0.418 -0.775 -0.02 0.31 0.09
H 0.481 -2.062 -0.191 0.09 0.21 0.29
H 0.127 -2.950 -1.622 0.23 -0.37 -0.14
H 0.790 0.824 -2.330 -0.20 0.08 -0.14
H 2.543 0.891 -2.621 0.08 0.12 -0.41
H 1.956 0.715 -0.993 -0.28 0.32 0.22
H 3.881 -0.909 -1.036 0.06 -0.10 0.04
H 5.477 -3.484 -0.332 -0.17 -0.51 0.33
H 5.768 -1.112 0.171 -0.02 0.29 -0.07
H 5.930 -2.081 1.589 0.16 -0.36 0.11
H 3.208 -1.639 1.752 0.00 -0.31 0.17
H 3.750 -0.219 0.906 -0.34 0.15 -0.03
H 5.716 -0.123 2.543 0.23 0.30 0.03
H 4.227 0.610 3.019 -0.36 0.10 0.02
H 5.427 -2.050 3.872 -0.09 -0.38 0.04
H 5.124 -0.643 4.848 0.32 -0.03 0.24
H 2.646 -1.848 3.663 -0.01 0.01 -0.18
H 2.922 -0.959 5.129 -0.23 -0.06 0.43
H 4.037 -3.794 3.400 0.00 0.19 -0.14
H 2.816 -4.705 4.291 -0.18 0.00 0.06
H 4.487 -4.626 4.870 0.11 -0.23 0.11
H 3.394 -4.693 -1.186 -0.34 -0.13 -0.14
H 2.790 -6.186 1.721 0.23 -0.07 -0.31
C -2.697 4.039 2.657 0.00 0.03 -0.03
C -1.428 3.228 2.871 -0.05 0.17 0.06
N -1.181 2.262 1.814 0.09 -0.19 -0.17
C -0.142 1.306 2.126 -0.02 -0.24 0.20
C 1.298 1.807 2.298 0.14 -0.17 -0.14
C -1.142 2.794 0.464 -0.17 0.24 -0.21
C -0.118 3.894 0.147 0.02 -0.06 -0.14
H -3.561 3.385 2.531 0.02 -0.02 -0.04
H -2.876 4.674 3.524 0.01 0.00 0.01
H -2.626 4.692 1.787 -0.01 0.00 0.00
H -1.536 2.677 3.809 0.10 -0.10 -0.04
H -0.584 3.920 3.013 -0.01 0.01 0.02
H -0.150 0.530 1.351 -0.02 0.04 -0.06
H -0.433 0.790 3.047 -0.04 0.09 0.04
H 1.756 2.055 1.339 -0.01 0.13 0.02
H 1.904 1.009 2.737 -0.04 0.02 0.07
H 1.370 2.676 2.952 -0.04 0.01 0.00
H -2.136 3.178 0.221 -0.01 0.02 0.09
H -0.998 1.961 -0.233 0.05 -0.08 0.11
H -0.077 4.657 0.925 -0.01 -0.02 0.02
H -0.395 4.394 -0.783 -0.02 0.00 0.01
H 0.885 3.494 0.005 0.04 0.04 0.09
C -4.308 1.120 -1.289 -0.02 0.03 0.07
C -4.434 1.802 -2.642 -0.09 -0.01 0.13
N -4.266 0.890 -3.758 0.20 -0.05 -0.12
C -4.114 1.568 -5.036 0.12 0.14 -0.13
C -5.295 2.390 -5.565 0.01 -0.02 -0.12
C -5.140 -0.271 -3.759 -0.11 -0.21 0.14
C -6.655 -0.033 -3.749 -0.03 -0.10 -0.06
H -3.357 0.589 -1.209 -0.02 -0.03 -0.02
H -4.346 1.866 -0.494 0.00 0.00 0.01
H -5.118 0.413 -1.105 0.01 -0.01 0.00
H -3.650 2.562 -2.710 -0.01 0.01 -0.14
H -5.392 2.342 -2.677 0.01 0.02 0.04
H -3.832 0.828 -5.789 -0.06 -0.08 0.06
H -3.248 2.234 -4.950 -0.02 0.01 0.11
H -6.091 1.756 -5.952 -0.04 0.01 0.06
H -4.960 3.019 -6.391 0.02 0.00 0.01
H -5.714 3.049 -4.804 0.00 -0.01 0.02
H -4.887 -0.887 -2.891 0.02 0.08 0.05
H -4.882 -0.895 -4.619 0.05 0.12 -0.08
H -6.948 0.742 -3.040 0.03 0.01 0.01
H -7.168 -0.951 -3.454 0.01 0.00 0.01
H -7.034 0.239 -4.732 -0.01 0.09 0.02
```
Positions in Å, forces in eV/Å.


ORCA calculation (ωB97M-V/def2-TZVPD) on a structure of composition C22H56As4F30N4O10S2 at a distorted geometry.

charge: -2
2S+1: 1
highest occupied orbital energy: -5.38 eV
gap between HOMO and LUMO: 0.3084 hartree
calculated total energy: -14579.34980 a.u.

The geometry in XYZ format:
```
128
Properties=species:S:1:pos:R:3:forces:R:3
C -6.868 1.252 0.277 -0.61 -0.15 0.01
N -5.670 1.558 -0.537 -0.17 0.48 0.55
C -4.933 0.269 -0.774 -0.65 -0.60 -0.39
C -6.146 2.164 -1.818 -0.30 -0.88 -0.34
C -4.849 2.620 0.172 -0.09 0.25 -0.76
C -4.552 2.398 1.652 -0.10 1.51 -0.14
O -3.962 1.163 1.802 0.27 -0.84 -0.07
H -7.482 0.611 -0.348 -0.16 -0.24 0.16
H -7.443 2.172 0.451 0.38 -0.19 0.16
H -6.610 0.737 1.212 0.08 0.32 -0.37
H -4.735 -0.169 0.201 0.59 0.26 -0.16
H -4.081 0.353 -1.466 -0.19 0.28 0.54
H -5.668 -0.385 -1.241 0.08 -0.06 -0.30
H -6.783 3.046 -1.660 0.52 -0.23 0.23
H -6.758 1.409 -2.322 0.20 0.08 0.01
H -5.279 2.365 -2.434 0.11 0.26 -0.10
H -5.437 3.527 -0.070 0.59 -0.13 0.78
H -3.929 2.661 -0.408 0.20 0.10 0.14
H -5.473 2.580 2.249 0.30 -0.49 -0.10
H -3.905 3.272 1.885 -0.06 -0.58 0.10
H -3.358 1.032 2.590 -0.62 0.63 0.04
C 2.390 6.225 -0.578 -1.91 2.23 1.09
N 3.344 5.167 -0.626 0.45 -2.38 -2.71
C 4.306 5.232 0.448 1.00 0.20 0.89
C 2.592 3.861 -0.564 0.20 -0.34 1.41
C 4.143 5.139 -1.917 0.13 1.04 -0.67
C 3.301 5.275 -3.171 0.79 -1.71 -0.93
O 3.012 6.619 -3.395 -0.94 1.12 0.30
H 2.878 7.199 -0.681 0.00 -0.24 -0.18
H 1.912 6.215 0.420 0.19 -0.08 -0.41
H 1.544 6.152 -1.286 0.81 -0.28 0.20
H 3.780 5.242 1.400 0.09 -0.05 0.03
H 4.914 6.135 0.328 -0.28 -0.03 0.13
H 4.993 4.383 0.379 -0.32 0.01 0.10
H 2.148 3.938 0.436 -0.18 -0.76 -0.30
H 3.306 3.012 -0.655 -0.61 0.61 0.04
H 1.792 3.798 -1.302 0.33 0.15 0.01
H 4.774 4.229 -1.942 -0.44 0.58 0.13
H 4.706 6.089 -1.910 0.31 -0.59 0.17
H 2.480 4.541 -3.203 -0.23 0.59 0.26
H 3.883 4.996 -4.060 0.46 -0.62 0.56
H 2.169 6.676 -3.847 -0.14 0.16 -0.07
C 0.528 -8.036 -1.372 -0.93 0.01 0.06
N 1.435 -6.862 -1.360 -0.18 0.48 0.89
C 2.667 -7.223 -2.060 -0.46 -0.86 -1.26
C 0.816 -5.734 -2.068 -1.46 0.69 -0.68
C 1.646 -6.493 0.113 -0.27 0.11 -0.43
C 2.419 -5.201 0.310 -0.75 -0.03 1.64
O 3.574 -5.200 -0.423 2.06 0.86 -0.38
H -0.476 -7.661 -1.072 0.70 -0.50 0.38
H 0.957 -8.829 -0.703 -0.65 0.77 -0.71
H 0.386 -8.372 -2.410 0.43 -0.10 0.34
H 2.269 -7.479 -3.062 0.73 -0.01 0.22
H 3.030 -8.134 -1.593 0.54 0.15 -0.01
H 3.359 -6.393 -2.116 0.08 -0.17 0.30
H 0.499 -6.090 -3.075 0.36 0.32 0.61
H 1.518 -4.876 -2.172 -0.54 -0.72 0.28
H -0.116 -5.489 -1.509 0.71 0.29 -0.37
H 2.151 -7.388 0.487 0.13 0.36 0.35
H 0.642 -6.391 0.560 0.41 -0.14 -0.11
H 2.615 -5.183 1.399 -0.01 0.02 -0.19
H 1.801 -4.308 0.151 -0.16 -0.26 -0.28
H 4.198 -4.460 -0.097 -0.94 -0.68 -0.31
C -1.166 -1.036 0.670 -1.09 -0.31 0.57
N 0.124 -0.484 0.292 1.47 0.40 -0.39
C 1.062 -1.572 -0.114 -0.64 -1.28 0.18
C -0.002 0.406 -0.869 -0.41 0.04 -1.70
C 0.719 0.236 1.443 -0.66 0.20 1.01
C -0.029 1.449 1.908 0.38 0.59 0.90
O 0.220 2.545 1.070 0.18 0.72 -0.36
H -1.646 -1.518 -0.180 0.17 0.10 0.04
H -1.762 -0.194 1.018 -0.25 -0.25 -0.04
H -1.051 -1.767 1.475 0.10 0.23 -0.15
H 0.419 -2.291 -0.646 0.45 0.21 -0.15
H 1.375 -2.062 0.812 0.37 0.12 -0.25
H 1.892 -1.233 -0.750 -0.34 0.12 0.51
H 0.984 0.724 -1.212 -0.08 0.13 0.34
H -0.641 1.270 -0.685 0.10 -0.24 0.24
H -0.424 -0.209 -1.680 0.08 0.36 0.29
H 1.732 0.520 1.216 0.44 -0.05 -0.31
H 0.718 -0.423 2.309 0.18 -0.47 -0.19
H 0.385 1.654 2.909 -0.11 -0.10 -0.08
H -1.098 1.368 2.063 -0.23 -0.60 -0.01
H -0.149 3.326 1.510 0.09 0.07 -0.31
As -1.979 -4.917 1.754 0.67 -1.30 -1.13
F -0.945 -6.299 2.259 -0.66 0.54 -0.16
F -0.524 -4.038 1.484 0.60 0.36 0.14
F -2.853 -3.563 1.126 -0.16 0.06 0.12
F -3.416 -5.818 1.914 -0.61 -0.66 -0.06
F -2.159 -4.441 3.368 0.29 0.57 0.64
F -1.818 -5.568 0.098 0.07 0.11 0.18
As -2.461 -1.589 -3.919 -0.16 0.02 -0.12
F -1.933 -1.696 -2.288 0.20 -0.07 0.69
F -2.883 0.092 -3.635 0.08 0.04 -0.16
F -3.007 -1.534 -5.542 -0.26 0.36 -0.43
F -2.071 -3.253 -4.150 -0.01 -0.37 0.11
F -4.103 -1.992 -3.369 0.55 0.04 -0.26
F -0.839 -1.134 -4.409 -0.68 0.00 0.19
As 3.689 0.787 -3.084 0.26 2.26 -0.19
F 5.084 -0.200 -3.066 0.30 -0.27 0.08
F 3.816 1.007 -4.796 -0.01 0.13 -0.05
F 2.314 1.933 -3.018 0.35 -0.33 -0.27
F 3.485 0.650 -1.370 0.26 0.02 0.51
F 4.728 2.213 -2.869 -0.09 -0.13 0.20
F 2.661 -0.509 -3.312 -1.09 -1.33 -0.16
As -1.405 6.246 1.043 1.35 -0.55 -0.54
F -0.814 5.910 -0.605 -0.49 -0.05 0.61
F -0.239 7.576 1.039 -0.58 -0.31 0.15
F -1.834 6.582 2.672 -0.16 0.14 0.02
F -2.495 4.878 0.973 0.29 -0.04 0.00
F -0.149 5.181 1.644 0.15 0.05 -0.01
F -2.674 7.190 0.437 -0.45 0.89 -0.36
C 5.845 -1.721 2.620 0.00 -0.45 -0.41
F 5.775 -0.531 2.085 -0.22 1.56 -0.49
F 7.062 -2.176 2.378 1.18 -0.46 0.08
F 5.660 -1.631 3.919 0.27 0.47 1.41
S 4.610 -2.842 2.018 -1.19 0.61 -2.67
O 4.889 -2.982 0.561 -0.15 -0.27 1.20
O 4.914 -4.010 2.785 -0.43 -0.89 0.49
O 3.383 -2.090 2.253 0.39 -0.82 0.30
C -2.991 0.368 6.460 0.67 1.37 -0.74
F -3.867 -0.432 5.891 -1.11 -0.60 0.68
F -3.594 1.509 6.918 -0.08 -1.13 -0.11
F -2.368 -0.216 7.462 -0.35 -0.52 0.97
S -1.770 0.783 5.206 -0.39 2.35 -1.15
O -0.969 -0.373 4.991 0.37 -1.03 -0.28
O -2.707 1.086 4.057 1.67 0.19 1.62
O -1.070 1.897 5.848 -0.77 -0.52 -1.10
```
Positions in Å, forces in eV/Å.